No. 1
{
  "formula": "C4H11NSi",
  "method": "ωB97M-V/def2-TZVPD",
  "elements": ["C", "C", "Si", "C", "C", "N", "H", "H", "H", "H", "H", "H", "H", "H", "H", "H", "H"],
  "xyz": [[2.7016, 0.6378, 0.4196], [1.9363, -0.1192, -0.3252], [-0.2038, -0.3109, -0.0623], [-1.4289, -1.1940, -1.2096], [-1.1288, 1.3811, -0.0313], [-0.3576, -0.8787, 1.5987], [3.7938, 0.9517, 0.2146], [2.3198, 1.0346, 1.3977], [2.3514, -0.4116, -1.2933], [-0.9529, -2.1634, -1.5160], [-2.4367, -1.2855, -0.7775], [-1.7123, -0.6855, -2.1642], [-1.3331, 1.7738, -1.1382], [-2.0738, 1.2222, 0.4080], [-0.6079, 2.2766, 0.3900], [-1.2746, -1.2478, 1.8739], [0.4074, -0.9813, 2.2152]],
  "mulliken_charge": [-0.51, -0.40, 0.54, -1.04, -0.98, -0.42, 0.22, 0.20, 0.27, 0.26, 0.34, 0.31, 0.24, 0.30, 0.30, 0.19, 0.19],
  "multiplicity": 1,
  "lumo_energy_ha": 0.034,
  "relative_energy_kcal_mol": 28.1,
  "energy_ha": -503.22529,
  "homo_lumo_gap_ev": 9.989
}


No. 2
{
  "formula": "C4H11O2P",
  "method": "ωB97M-V/def2-TZVPD",
  "elements": ["C", "C", "C", "C", "O", "O", "P", "H", "H", "H", "H", "H", "H", "H", "H", "H", "H", "H"],
  "xyz": [[-0.5796, 1.7076, -0.6757], [0.6012, 0.7391, 1.3213], [0.6120, -0.4977, -0.8685], [-0.2140, 0.4010, 0.0626], [-0.0489, -2.5980, 2.1050], [-1.4227, -0.1819, 0.3657], [-1.2014, -2.3594, 1.2614], [-1.2575, 1.4800, -1.4937], [-1.0796, 2.3865, 0.0087], [0.3168, 2.1789, -1.0663], [0.9915, -0.1725, 1.7742], [-0.0296, 1.2582, 2.0384], [1.4400, 1.3842, 1.0608], [0.8175, -1.4437, -0.3588], [0.0533, -0.7049, -1.7786], [1.5574, -0.0259, -1.1293], [-2.4445, -2.3269, 1.8785], [-1.2557, -3.0771, 0.0681]],
  "mulliken_charge": [-1.67, -1.48, -1.49, 1.67, -0.46, -0.76, 0.58, 0.40, 0.40, 0.38, 0.35, 0.36, 0.37, 0.36, 0.35, 0.39, 0.10, 0.14],
  "multiplicity": 1,
  "lumo_energy_ha": [-0.025, -0.025],
  "relative_energy_kcal_mol": 35.8,
  "energy_ha": -650.76908,
  "homo_lumo_gap_ev": [8.766, 8.767]
}


No. 3
{
  "formula": "C4H11O2SSi",
  "method": "ωB97M-V/def2-TZVPD",
  "elements": ["C", "C", "C", "C", "O", "O", "Si", "S", "H", "H", "H", "H", "H", "H", "H", "H", "H", "H", "H"],
  "xyz": [[1.7335, 0.7870, 0.0059], [-0.6697, -0.3482, -1.8384], [-1.1477, 1.8700, 0.0262], [-0.7150, -0.8631, 1.3271], [1.7556, -2.4198, 2.0821], [0.9492, -2.8166, -0.1980], [-0.1628, 0.2532, -0.0628], [0.6200, -2.7828, 1.2664], [1.9995, 1.1778, -1.0333], [2.0821, 1.6558, 0.5518], [2.4277, -0.0333, 0.3968], [-0.6602, -1.4328, -1.8581], [-1.7834, 0.0253, -2.0628], [0.1399, 0.0411, -2.5879], [-1.1195, 1.9853, 1.0817], [-0.7157, 2.8522, -0.3179], [-2.1731, 1.7280, -0.1791], [-0.8305, -0.3769, 2.2639], [-1.7300, -1.3023, 1.1363]],
  "mulliken_charge": [-1.06, -0.91, -1.21, -1.06, -0.54, -0.59, 0.53, 0.49, 0.28, 0.39, 0.25, 0.31, 0.21, 0.22, 0.31, 0.27, 0.39, 0.42, 0.27],
  "multiplicity": 1,
  "lumo_energy_ha": 0.142,
  "relative_energy_kcal_mol": 1.7,
  "energy_ha": -997.18086,
  "total_charge": -1,
  "homo_lumo_gap_ev": 7.126
}


No. 4
{
  "formula": "C4H11O3",
  "method": "ωB97M-V/def2-TZVPD",
  "elements": ["C", "O", "C", "C", "C", "O", "H", "H", "H", "H", "H", "H", "H", "H", "H", "H", "H", "O"],
  "xyz": [[0.5959, -0.7805, -1.7992], [0.9845, -0.3332, -3.1824], [0.2447, 0.1757, -0.6227], [-0.7824, -0.6264, 0.1768], [-0.4662, -0.5194, 1.7513], [0.6748, 0.1553, 2.0661], [-0.1973, -1.4410, -2.1505], [1.4721, -1.3879, -1.5298], [1.3090, 0.5607, -3.0662], [-0.1588, 1.0785, -1.0636], [1.1385, 0.2417, -0.0150], [-1.8328, -0.4486, -0.0996], [-0.6559, -1.7123, 0.1226], [-0.2735, -1.5838, 2.1557], [-1.3200, -0.1537, 2.3559], [-0.9971, 2.4353, 1.5869], [0.3055, 1.6943, 1.7442], [-0.0411, 2.6452, 1.5692]],
  "mulliken_charge": [-0.60, -0.56, -0.18, -0.62, -0.63, -0.90, 0.28, 0.26, 0.28, 0.33, 0.32, 0.33, 0.33, 0.28, 0.15, 0.26, 0.41, -0.74],
  "multiplicity": 1,
  "lumo_energy_ha": 0.135,
  "relative_energy_kcal_mol": 39.7,
  "energy_ha": -384.69034,
  "total_charge": -1,
  "homo_lumo_gap_ev": 6.899
}


No. 5
{
  "formula": "C4H11O3",
  "method": "ωB97M-V/def2-TZVPD",
  "elements": ["C", "O", "C", "C", "C", "O", "H", "H", "H", "H", "H", "H", "H", "H", "H", "H", "H", "O"],
  "xyz": [[1.0314, -1.7200, 0.5756], [-0.1043, -2.3507, 0.0209], [0.7701, -0.2400, 0.8612], [0.5155, 0.5089, -0.4676], [0.4642, 2.0412, -0.2389], [-0.6674, 0.0562, -1.0343], [1.8586, -1.7676, -0.1201], [1.3552, -2.2316, 1.4961], [-0.1180, -0.1170, 1.4792], [1.6708, 0.1744, 1.3512], [1.3576, 0.3280, -1.1641], [-0.1234, 2.2636, 0.6469], [-0.0108, 2.4774, -1.1063], [1.4793, 2.4633, -0.1473], [-0.5059, -1.6130, -0.5438], [-2.2294, 0.2044, -0.6900], [-3.5330, -0.6905, -0.5158], [-3.2106, 0.2130, -0.4030]],
  "mulliken_charge": [-0.50, -0.61, -0.84, 0.57, -1.42, -1.05, 0.27, 0.31, 0.31, 0.28, 0.18, 0.32, 0.34, 0.38, 0.44, 0.51, 0.26, -0.74],
  "multiplicity": 1,
  "lumo_energy_ha": 0.155,
  "relative_energy_kcal_mol": 0.3,
  "energy_ha": -384.75321,
  "total_charge": -1,
  "homo_lumo_gap_ev": 7.995
}


No. 6
{
  "formula": "C4H11O3",
  "method": "ωB97M-V/def2-TZVPD",
  "elements": ["C", "C", "C", "O", "C", "O", "H", "H", "H", "H", "H", "H", "H", "H", "H", "H", "H", "O"],
  "xyz": [[-1.4352, 0.3961, -0.3946], [-0.1009, 1.0134, -0.7019], [0.7166, 1.6748, 0.4513], [1.4028, 0.6459, 1.1836], [-1.3311, -1.1760, 0.2750], [-0.1315, -1.5115, 0.8262], [-2.0610, 1.0447, 0.2725], [-1.7404, 0.0842, -1.3959], [-0.2880, 1.8965, -1.4657], [0.6756, 0.3960, -1.1537], [-0.0300, 2.1911, 1.1376], [1.5986, 2.2012, 0.0231], [0.8027, -0.1721, 1.1843], [-2.1080, -1.1335, 1.0593], [-1.5354, -1.7640, -0.5996], [2.1979, -1.2092, -0.2179], [1.2105, -2.3958, -0.1961], [2.1569, -2.1820, -0.2874]],
  "mulliken_charge": [-0.68, -0.45, -0.38, -0.57, -0.43, -0.94, 0.35, 0.23, 0.26, 0.22, 0.22, 0.28, 0.32, 0.24, 0.30, 0.31, 0.39, -0.68],
  "multiplicity": 1,
  "lumo_energy_ha": 0.151,
  "relative_energy_kcal_mol": 32.4,
  "energy_ha": -384.70194,
  "total_charge": -1,
  "homo_lumo_gap_ev": 7.501
}


No. 7
{
  "formula": "C4H11O4",
  "method": "ωB97M-V/def2-TZVPD",
  "elements": ["O", "C", "C", "C", "C", "O", "H", "H", "H", "H", "H", "H", "H", "H", "H", "O", "H", "H", "O"],
  "xyz": [[3.9786, -0.3478, 0.0253], [2.8477, 0.1135, -0.2823], [1.6668, 0.2727, 0.5564], [0.3929, 0.9053, -0.1175], [-1.0241, 0.4271, -0.0200], [-1.3132, -0.8699, -0.5593], [2.4919, 0.1535, -1.3925], [2.4798, 1.2219, 0.1495], [1.7146, -0.1895, 1.5157], [0.6319, 2.0236, 0.1551], [0.7103, 0.9861, -1.1081], [-1.4544, 0.5485, 1.0428], [-1.6390, 1.1758, -0.5936], [-3.0749, -0.4236, -2.9755], [-2.1089, -0.6307, -1.3531], [-2.8326, -0.0037, -2.1732], [-1.2460, -1.6535, 1.5984], [-0.8691, -2.2074, 2.9584], [-1.3523, -1.5019, 2.5737]],
  "mulliken_charge": [-0.67, 0.14, -0.36, -0.39, -0.60, -0.73, 0.26, 0.10, 0.42, 0.29, 0.34, 0.22, 0.36, 0.17, 0.42, -0.93, 0.34, 0.28, -0.64],
  "multiplicity": 1,
  "lumo_energy_ha": 0.124,
  "relative_energy_kcal_mol": 121.8,
  "energy_ha": -459.85626,
  "total_charge": -1,
  "homo_lumo_gap_ev": 7.707
}